(1)
Entry from the OMol25 dataset: a 5-piece molecular cluster, C10H29ClNO7 overall in a non-equilibrium geometry (ωB97M-V/def2-TZVPD).

CARTESIAN COORDINATES (ANGSTROEM)
Cl1 0.848 2.022 0.476
C1 -1.590 -0.181 -1.243
C2 -0.761 -0.699 -2.399
C3 -1.575 -0.721 -3.782
O1 -2.686 -1.606 -3.788
C4 -3.317 -1.836 -5.046
N1 0.508 0.015 -2.457
H1 -1.011 -0.259 -0.322
H2 -2.499 -0.754 -1.062
H3 -1.870 0.864 -1.372
H4 -0.559 -1.749 -2.186
H5 -0.798 -1.006 -4.491
H6 -1.923 0.302 -3.926
H7 -2.791 -2.472 -5.758
H8 -3.545 -0.901 -5.558
H9 -4.323 -2.228 -4.897
H10 1.211 -0.640 -2.768
H11 0.744 0.243 -1.502
C5 4.192 0.973 3.098
C6 3.148 1.927 3.779
O2 1.808 1.525 3.697
O3 4.036 0.716 1.724
H12 3.984 -0.019 3.498
H13 5.250 1.171 3.272
H14 3.207 2.852 3.205
H15 3.510 2.114 4.790
H16 1.459 1.756 2.833
H17 3.151 0.367 1.595
C7 -2.432 1.279 2.583
C8 -3.455 2.025 1.752
O4 -3.119 3.476 1.879
O5 -2.387 -0.091 2.483
H18 -2.612 1.525 3.629
H19 -1.403 1.511 2.308
H20 -4.514 1.856 1.946
H21 -3.194 1.774 0.724
H22 -3.788 3.901 2.422
H23 -1.661 -0.351 3.055
C9 1.585 -1.967 0.428
C10 2.656 -1.817 -0.718
O6 2.340 -2.728 -1.794
O7 1.718 -0.856 1.321
H24 1.477 -2.951 0.884
H25 0.661 -1.848 -0.139
H26 3.681 -1.928 -0.363
H27 2.802 -0.813 -1.117
H28 2.451 -3.617 -1.450
H29 1.380 -0.160 0.753

Its total charge is -1. For the energy above the lowest of the compared OMol25 structures with the same formula, charge and spin, the calculation gives 34.09 kcal/mol. Its frontier orbital gap is 8.00 eV. The value obtained for the lowest unoccupied orbital energy is 2.9 eV.

=====

(2)
Entry from the OMol25 dataset: C9H19Cl2N2PtSeSi as an isolated structure in a non-equilibrium geometry (ωB97M-V/def2-TZVPD).

CARTESIAN COORDINATES (ANGSTROEM)
Pt1 -0.056 0.037 -0.008
Cl1 2.264 -0.430 0.284
C1 2.421 -0.274 2.095
Cl2 0.872 -0.469 2.877
H1 2.802 0.720 2.292
H2 3.099 -1.053 2.422
C2 -1.552 5.092 1.108
Si1 -0.140 4.882 -0.034
C3 -0.514 5.260 -1.779
C4 1.410 5.610 0.584
Se1 0.329 2.570 -0.056
H3 -1.796 6.155 1.208
H4 -1.311 4.708 2.100
H5 -2.438 4.575 0.737
H6 -0.691 6.335 -1.892
H7 -1.405 4.727 -2.112
H8 0.318 4.984 -2.428
H9 1.337 6.701 0.615
H10 2.245 5.338 -0.064
H11 1.623 5.251 1.592
C5 -5.126 2.065 -0.016
C6 -4.105 0.977 -0.059
C7 -4.234 -0.398 -0.023
C8 -2.937 -0.915 -0.082
N1 -2.068 0.092 -0.159
N2 -2.793 1.233 -0.131
C9 -2.478 -2.334 -0.077
H12 -6.124 1.636 -0.045
H13 -5.020 2.740 -0.865
H14 -5.035 2.651 0.899
H15 -5.150 -0.959 0.032
H16 -2.303 2.115 -0.205
H17 -3.329 -3.008 -0.144
H18 -1.935 -2.565 0.841
H19 -1.818 -2.533 -0.923

Its total charge is +1. For the energy above the lowest of the compared OMol25 structures with the same formula, charge and spin, the calculation gives 23.34 kcal/mol. Its frontier orbital gap (alpha / beta) is 5.94 / 5.78 eV. The value obtained for the lowest unoccupied orbital energy (alpha / beta) is -5.4 / -5.5 eV.

=====

(3)
Entry from the OMol25 dataset: C5H9NO2 as an isolated structure in a non-equilibrium geometry (ωB97M-V/def2-TZVPD).

CARTESIAN COORDINATES (ANGSTROEM)
C1 -0.987 0.930 -2.541
C2 -1.102 -0.008 -0.250
C3 -0.366 -0.280 1.058
C4 1.401 -0.600 2.224
C5 0.622 -0.835 0.099
H1 -1.839 0.150 -2.695
H2 -1.291 2.089 -2.703
H3 0.084 0.659 -2.715
H4 -0.061 1.389 -0.852
H5 -2.005 -0.515 -0.246
H6 -0.754 -1.064 1.618
H7 2.627 -0.468 2.092
H8 1.493 -1.014 3.273
H9 1.282 -0.174 -0.476
N1 -0.850 1.011 -1.106
O1 0.555 0.368 2.124
O2 1.188 -1.640 1.095

Its total charge is 0. For the energy above the lowest of the compared OMol25 structures with the same formula, charge and spin, the calculation gives 200.90 kcal/mol. Its frontier orbital gap is 8.66 eV. The value obtained for the lowest unoccupied orbital energy is 0.8 eV.

=====

(4)
Entry from the OMol25 dataset: F3H12HfO6 as an isolated structure in a non-equilibrium geometry (ωB97M-V/def2-TZVPD).

CARTESIAN COORDINATES (ANGSTROEM)
Hf1 1.354 2.215 0.750
F1 -0.356 3.030 -0.698
F2 3.060 0.883 -0.275
F3 0.269 0.172 -0.053
O1 -2.065 -0.289 1.874
H1 -2.681 -0.794 1.344
H2 -1.284 -0.841 1.925
O2 0.386 -2.459 -1.087
H3 1.220 -2.640 -0.653
H4 0.113 -1.610 -0.738
O3 2.719 -2.134 0.551
H5 3.307 -2.221 1.301
H6 2.794 -1.216 0.292
O4 -0.771 1.994 1.959
H7 -1.397 1.276 1.865
H8 -1.190 2.600 2.570
O5 -2.239 0.141 -1.432
H9 -1.480 0.024 -0.861
H10 -2.684 0.914 -1.085
O6 0.612 0.147 -2.692
H11 -0.080 0.669 -3.097
H12 0.394 0.140 -1.760

The spin multiplicity is 2. Its total charge is +2. Its frontier orbital gap (alpha / beta) is 5.39 / 4.89 eV. The value obtained for the lowest unoccupied orbital energy (alpha / beta) is -12.5 / -12.9 eV. As for the expectation value of S²: 0.759.

=====

(5)
Entry from the OMol25 dataset: a 2-piece molecular cluster, C7H14O3 overall in a non-equilibrium geometry (ωB97M-V/def2-TZVPD).

CARTESIAN COORDINATES (ANGSTROEM)
C1 -1.108 0.991 0.257
C2 -2.453 1.716 0.128
C3 -0.585 0.644 -1.148
C4 -0.813 -0.528 -1.719
O1 -1.267 -0.121 1.043
O2 -0.144 1.844 0.910
H1 -0.355 -0.595 1.101
H2 -0.270 2.750 0.607
H3 -0.136 1.465 -1.690
H4 -2.776 2.031 1.119
H5 -3.184 1.025 -0.280
H6 -2.368 2.580 -0.530
H7 -0.535 -0.732 -2.739
H8 -1.256 -1.338 -1.163
C5 1.428 -2.567 0.577
C6 2.071 -0.278 -0.174
C7 1.567 -1.088 0.773
O3 2.349 1.034 -0.019
H9 1.807 1.383 0.713
H10 2.387 -0.649 -1.139
H11 1.489 -0.717 1.785
H12 2.150 -3.112 1.185
H13 0.431 -2.901 0.868
H14 1.574 -2.837 -0.465

Its total charge is 0. For the energy above the lowest of the compared OMol25 structures with the same formula, charge and spin, the calculation gives 49.83 kcal/mol. Its frontier orbital gap is 9.33 eV. The value obtained for the lowest unoccupied orbital energy is 0.8 eV. As for the SMILES: C=CC(C)(O)O.C/C=C/O.

=====

(6)
Entry from the OMol25 dataset: C41H41NOP2Tc as an isolated structure in a non-equilibrium geometry (ωB97M-V/def2-TZVPD).

CARTESIAN COORDINATES (ANGSTROEM)
Tc1 0.114 0.639 0.610
C1 3.328 -0.165 2.428
C2 2.140 0.747 2.512
C3 1.242 0.657 3.599
C4 0.154 1.504 3.727
C5 -0.076 2.495 2.770
C6 0.814 2.637 1.698
C7 1.927 1.767 1.578
H1 3.041 -1.208 2.572
H2 4.031 0.083 3.229
H3 3.853 -0.060 1.480
H4 1.430 -0.086 4.368
H5 -0.498 1.420 4.588
H6 -0.900 3.187 2.887
H7 0.738 3.482 1.023
H8 2.680 1.963 0.824
N1 -0.948 2.381 -1.546
P1 -1.799 1.178 -0.760
C8 -2.564 0.039 -1.874
C9 -3.509 0.544 -2.785
C10 -4.112 -0.317 -3.685
C11 -3.796 -1.673 -3.666
C12 -2.869 -2.174 -2.757
C13 -2.254 -1.322 -1.855
C14 -3.255 1.985 -0.009
C15 -3.410 3.370 0.031
C16 -4.575 3.895 0.543
C17 -5.625 3.020 1.037
C18 -5.466 1.631 1.028
C19 -4.311 1.112 0.512
P2 0.689 1.864 -1.464
C20 1.122 0.901 -2.877
C21 1.211 -0.489 -2.779
C22 1.542 -1.239 -3.895
C23 1.783 -0.598 -5.104
C24 1.696 0.788 -5.206
C25 1.375 1.546 -4.094
C26 1.681 3.332 -1.445
C27 3.066 3.175 -1.580
C28 3.887 4.290 -1.538
C29 3.335 5.555 -1.367
C30 1.961 5.715 -1.251
C31 1.129 4.605 -1.277
H9 -1.317 2.879 -2.353
H10 -3.763 1.600 -2.808
H11 -4.830 0.063 -4.399
H12 -4.280 -2.345 -4.362
H13 -2.630 -3.229 -2.760
H14 -1.532 -1.711 -1.145
H15 -2.636 4.022 -0.351
H16 -4.730 4.967 0.581
H17 -6.543 3.463 1.408
H18 -6.252 0.989 1.401
H19 -4.180 0.038 0.452
H20 1.029 -0.985 -1.831
H21 1.624 -2.316 -3.828
H22 2.051 -1.182 -5.976
H23 1.894 1.274 -6.151
H24 1.337 2.627 -4.173
H25 3.500 2.195 -1.757
H26 4.957 4.177 -1.658
H27 3.981 6.422 -1.332
H28 1.538 6.705 -1.151
H29 0.058 4.739 -1.191
C32 2.684 -6.780 2.626
C33 1.842 -5.569 2.460
C34 2.004 -4.731 1.331
C35 1.268 -3.601 1.161
C36 1.486 -2.767 -0.066
C37 0.300 -3.242 2.192
C38 -0.353 -2.053 2.268
O1 -0.287 -1.022 1.433
C39 0.068 -4.162 3.311
C40 -1.008 -3.926 4.335
C41 0.853 -5.271 3.414
H30 3.488 -6.842 1.899
H31 2.049 -7.668 2.525
H32 3.091 -6.822 3.639
H33 2.733 -5.014 0.582
H34 2.073 -3.323 -0.795
H35 2.045 -1.857 0.177
H36 0.541 -2.483 -0.528
H37 -1.003 -1.854 3.115
H38 -0.788 -3.064 4.970
H39 -1.089 -4.788 4.992
H40 -1.982 -3.773 3.869
H41 0.708 -5.955 4.242

The spin multiplicity is 4. Its total charge is +4. For the energy above the lowest of the compared OMol25 structures with the same formula, charge and spin, the calculation gives 34.20 kcal/mol. Its frontier orbital gap (alpha / beta) is 5.86 / 3.99 eV. The value obtained for the lowest unoccupied orbital energy (alpha / beta) is -13.0 / -14.8 eV. As for the expectation value of S²: 3.810.

=====

(7)
Entry from the OMol25 dataset: C21H29F9GdNO3P2 as an isolated structure in a non-equilibrium geometry (ωB97M-V/def2-TZVPD).

CARTESIAN COORDINATES (ANGSTROEM)
C1 -0.734 3.845 -1.685
C2 -0.773 2.506 -1.287
N1 0.060 2.046 -0.316
C3 1.023 2.866 0.172
C4 1.035 4.228 -0.123
C5 0.145 4.728 -1.068
C6 -1.729 1.577 -1.996
P1 -2.238 0.084 -1.021
Gd1 -0.016 -0.297 0.587
P2 2.641 0.568 0.742
C7 2.075 2.305 1.121
C8 -0.056 -2.702 0.148
C9 -1.122 -3.287 0.808
C10 -1.056 -4.670 1.091
C11 0.048 -5.419 0.667
C12 1.084 -4.806 -0.048
C13 1.027 -3.418 -0.316
O1 -0.769 0.546 -4.322
O2 0.365 -1.463 -3.131
H1 -1.433 4.162 -2.456
H2 1.768 4.853 0.384
H3 0.144 5.784 -1.324
C14 -3.745 0.681 -0.196
C15 -2.932 -1.032 -2.279
H4 2.981 2.932 1.078
H5 1.698 2.318 2.161
H6 -1.276 1.206 -3.038
H7 -2.662 2.134 -2.219
C16 3.442 0.150 2.319
C17 4.070 0.877 -0.349
H8 -1.991 -2.707 1.134
H9 -1.866 -5.143 1.646
H10 0.097 -6.487 0.892
H11 1.937 -5.388 -0.397
H12 1.836 -2.920 -0.857
H13 0.701 -1.094 -2.193
H14 0.044 -2.365 -2.946
H15 -0.304 -0.307 -3.982
H16 -0.097 1.094 -4.759
H17 0.953 -0.626 -1.127
H18 -4.515 0.902 -0.948
H19 -4.104 -0.098 0.486
H20 -3.530 1.578 0.395
H21 -3.772 -0.546 -2.799
H22 -2.153 -1.322 -2.998
H23 -3.286 -1.935 -1.764
H24 4.872 1.406 0.193
H25 4.443 -0.094 -0.702
H26 3.755 1.465 -1.223
H27 4.376 0.714 2.428
H28 2.764 0.358 3.158
H29 3.658 -0.926 2.301
F1 -0.684 -2.272 3.919
C18 -0.338 -1.191 4.668
F2 -0.909 -1.329 5.891
F3 1.014 -1.244 4.811
C19 -0.751 0.118 3.942
O3 -0.229 0.072 2.662
C20 -2.303 0.227 3.858
F4 -2.883 0.441 5.065
F5 -2.650 1.248 3.021
F6 -2.837 -0.907 3.314
C21 -0.164 1.358 4.661
F7 -0.469 1.410 5.982
F8 1.196 1.375 4.534
F9 -0.608 2.499 4.073

The spin multiplicity is 8. Its total charge is 0. Its frontier orbital gap (alpha / beta) is 7.67 / 6.96 eV. The value obtained for the lowest unoccupied orbital energy (alpha / beta) is 0.2 / -0.3 eV. As for the expectation value of S²: 16.067.

=====

(8)
Entry from the OMol25 dataset: a 2-piece molecular cluster, C9H13ClN2OS overall in a non-equilibrium geometry (ωB97M-V/def2-TZVPD).

CARTESIAN COORDINATES (ANGSTROEM)
C1 4.088 -0.720 -0.735
C2 3.688 0.278 0.211
C3 3.051 -1.459 -1.337
C4 2.448 0.265 0.771
C5 1.770 -1.443 -0.953
C6 1.450 -0.482 0.088
C7 -3.378 1.647 -0.960
C8 -2.725 1.659 1.398
C9 -1.196 0.558 -0.292
N1 -1.132 -1.627 0.868
N2 -2.350 1.243 0.016
O1 -0.050 0.252 2.088
S1 -0.233 -0.489 0.822
Cl1 -0.297 -4.130 -0.608
H1 5.069 -0.862 -1.048
H2 4.411 0.904 0.648
H3 3.459 -2.162 -2.079
H4 2.361 0.896 1.574
H5 1.104 -2.103 -1.347
H6 -4.346 1.073 -0.771
H7 -3.651 2.733 -1.008
H8 -2.933 1.346 -1.946
H9 -3.158 2.676 1.540
H10 -3.586 0.944 1.695
H11 -1.889 1.435 2.057
H12 -1.089 0.214 -1.245
H13 -0.888 -2.646 0.556

Its total charge is 0. For the energy above the lowest of the compared OMol25 structures with the same formula, charge and spin, the calculation gives 26.06 kcal/mol. Its frontier orbital gap is 5.84 eV. The value obtained for the lowest unoccupied orbital energy is -1.9 eV.

=====

(9)
Entry from the OMol25 dataset: C33H52GaO20Si as an isolated structure (ωB97M-V/def2-TZVPD).

CARTESIAN COORDINATES (ANGSTROEM)
C1 -4.869 -5.957 -2.122
C2 -4.196 -5.049 -2.564
C3 -3.366 -3.980 -3.064
Ga1 -3.932 -2.101 -2.358
C4 -4.479 -2.392 -0.422
C5 -5.014 -1.146 0.319
C6 -3.878 -0.442 1.098
C7 -3.943 -0.636 2.628
C8 -2.810 -1.494 3.209
C9 -1.413 -1.092 2.785
O1 -0.463 -2.152 3.126
C10 0.299 -2.557 2.074
O2 1.469 -2.274 2.039
C11 -0.283 -3.412 1.023
C12 -1.384 -4.150 1.153
Si1 -1.996 -0.689 -2.727
C13 -1.780 0.790 -1.545
C14 -0.423 -1.766 -2.635
C15 -2.084 0.056 -4.480
H1 -5.394 -6.773 -1.700
H2 -3.294 -3.984 -4.150
H3 -2.348 -4.123 -2.684
H4 -5.199 -1.538 -3.193
H5 -5.253 -3.167 -0.430
H6 -3.646 -2.808 0.161
H7 -5.460 -0.438 -0.384
H8 -5.794 -1.454 1.025
H9 -2.938 -0.788 0.672
H10 -3.940 0.630 0.888
H11 -3.993 0.324 3.144
H12 -4.878 -1.149 2.862
H13 -2.833 -1.379 4.297
H14 -2.999 -2.552 3.032
H15 -1.080 -0.204 3.322
H16 -1.313 -0.913 1.715
H17 0.280 -3.436 0.098
H18 -2.217 -3.865 1.780
H19 -1.514 -5.062 0.584
H20 -1.264 0.453 -0.641
H21 -1.119 1.522 -2.017
H22 -2.723 1.280 -1.304
H23 0.491 -1.183 -2.486
H24 -0.540 -2.468 -1.806
H25 -0.353 -2.344 -3.559
H26 -3.071 0.497 -4.633
H27 -1.905 -0.717 -5.230
H28 -1.334 0.844 -4.618
C16 -2.874 -1.208 8.003
C17 -4.228 -1.501 8.618
O3 -5.066 -0.535 7.980
C18 -4.490 -0.180 6.803
O4 -5.014 0.469 5.962
O5 -3.231 -0.678 6.725
H29 -2.251 -2.090 7.883
H30 -2.319 -0.447 8.556
H31 -4.590 -2.500 8.370
H32 -4.253 -1.368 9.697
C19 -2.392 -1.133 -8.810
C20 -1.269 -2.071 -9.215
O6 -1.048 -2.814 -8.019
C21 -2.186 -2.773 -7.270
O7 -2.379 -3.413 -6.296
O8 -3.062 -1.883 -7.801
H33 -3.075 -0.899 -9.622
H34 -2.022 -0.204 -8.370
H35 -1.569 -2.759 -10.008
H36 -0.359 -1.556 -9.512
C22 0.661 5.731 -0.615
C23 0.180 4.469 0.073
O9 0.034 3.561 -1.022
C24 0.834 3.971 -2.025
O10 1.082 3.354 -3.009
O11 1.336 5.208 -1.762
H37 1.347 6.319 -0.010
H38 -0.161 6.366 -0.952
H39 0.919 4.063 0.766
H40 -0.769 4.590 0.589
C25 5.719 5.637 -2.978
C26 4.945 4.381 -2.638
O12 4.783 4.501 -1.218
C27 4.873 5.805 -0.895
O13 4.615 6.253 0.179
O14 5.300 6.541 -1.947
H41 5.477 6.033 -3.960
H42 6.799 5.494 -2.904
H43 3.957 4.359 -3.101
H44 5.477 3.468 -2.890
C28 1.938 -3.497 5.098
C29 3.237 -3.048 5.736
O15 3.350 -3.933 6.859
C30 2.630 -5.050 6.592
O16 2.658 -6.038 7.254
O17 1.887 -4.883 5.481
H45 1.935 -3.389 4.020
H46 1.068 -2.987 5.512
H47 4.096 -3.199 5.080
H48 3.220 -2.015 6.071
C31 9.564 6.236 -0.157
C32 9.074 4.980 0.538
O18 8.926 4.067 -0.556
C33 9.737 4.476 -1.563
O19 9.966 3.851 -2.545
O20 10.243 5.704 -1.298
H49 10.245 6.829 0.447
H50 8.742 6.869 -0.498
H51 9.808 4.578 1.238
H52 8.127 5.125 1.050

Its total charge is -1. Its frontier orbital gap is 5.51 eV. The value obtained for the lowest unoccupied orbital energy is 1.6 eV.